[1]
This record from the Open Molecules 2025 dataset describes a molecular structure, C36H60AsF6N4O10PtS5 in a non-equilibrium geometry. The level of theory is wB97M-V/def2-TZVPD.

Its expectation value of S² is 2.03. As for the charge: +1. The HOMO-LUMO gap (alpha / beta) is 6.40 / 2.47 eV. The lowest unoccupied orbital energy (alpha / beta) is -3.2 / -7.1 eV. The spin multiplicity is 3. Its HOMO energy (alpha / beta) is -9.6 / -9.6 eV.

Atoms and positions in Å:
Pt: -2.2443 -3.2941 -1.5315
As: -0.2435 -0.1211 0.2682
F: -1.0688 -1.4479 -0.4785
F: -0.4531 0.7576 -1.2416
F: 0.5457 1.2374 0.9619
F: -0.0503 -1.0781 1.6817
F: 1.2998 -0.7066 -0.3009
F: -1.7706 0.3958 0.8851
C: 3.3886 1.6269 4.8851
C: 4.6591 0.8095 5.2169
C: 4.8359 -0.1682 4.0592
S: 3.2640 -0.4505 3.2195
O: 2.8171 -1.7843 3.4523
O: 3.3598 0.1070 1.8804
C: 2.3760 0.7153 4.2363
H: 3.8220 2.3897 4.2245
H: 2.9412 2.1992 5.6937
H: 4.5240 0.2566 6.1503
H: 5.5695 1.3914 5.3241
H: 5.0871 -1.1926 4.3677
H: 5.6156 -0.0409 3.3064
H: 2.0419 0.0627 5.0567
H: 1.4883 1.0528 3.7095
C: -2.6534 -2.0068 4.0461
C: -4.1409 -1.7059 3.8645
C: -4.4800 -1.8702 2.3831
S: -3.5647 -3.3260 1.8495
O: -3.0517 -3.0822 0.5297
O: -4.3687 -4.4623 2.1244
C: -2.2649 -3.1286 3.0950
H: -2.5098 -2.3962 5.0587
H: -2.0278 -1.1170 4.0415
H: -4.4885 -0.6918 4.0608
H: -4.7375 -2.4562 4.3873
H: -4.0715 -1.0387 1.7995
H: -5.5258 -1.9687 2.1082
H: -1.3742 -2.8507 2.5363
H: -2.0614 -4.1027 3.5256
C: 3.2609 -4.7086 0.4107
C: 2.6210 -5.6694 -0.6386
C: 1.2975 -6.0307 0.0098
S: 0.6282 -4.5063 0.6774
O: 0.2148 -4.7986 2.0112
O: -0.2650 -3.9162 -0.2897
C: 2.1976 -3.6473 0.6472
H: 4.2096 -4.3096 0.0631
H: 3.4291 -5.3501 1.2844
H: 3.3018 -6.4613 -0.9217
H: 2.3950 -5.0140 -1.4874
H: 1.3882 -6.7261 0.8424
H: 0.5405 -6.4193 -0.6738
H: 2.3288 -2.8833 1.4089
H: 2.1464 -3.1167 -0.3140
C: -4.4354 1.6124 -3.6549
C: -5.3504 0.5305 -4.2295
C: -5.7722 -0.3193 -3.0283
S: -4.3812 -0.3349 -1.9085
O: -3.6444 -1.5625 -1.9035
O: -4.7582 0.1928 -0.6410
C: -3.4234 0.8679 -2.7983
H: -5.0378 2.3126 -3.0631
H: -3.9855 2.3184 -4.3575
H: -4.8693 -0.1060 -4.9775
H: -6.2331 0.9713 -4.6899
H: -6.3634 -1.2285 -3.1204
H: -6.5318 0.2709 -2.4898
H: -2.8011 0.2416 -3.4428
H: -2.8798 1.4104 -2.0377
C: 1.3829 -0.2323 -4.8767
C: 0.7041 -1.1849 -5.8369
C: 0.8859 -2.5958 -5.2840
S: 0.8924 -2.3956 -3.4529
O: 2.1507 -2.7614 -2.9108
O: -0.3627 -2.8767 -2.9452
C: 0.7801 -0.5956 -3.5245
H: 1.3684 0.8456 -5.0157
H: 2.4357 -0.5369 -4.7814
H: 0.8906 -1.0518 -6.8998
H: -0.3894 -1.0297 -5.7520
H: 1.9054 -2.8982 -5.5339
H: 0.1544 -3.3150 -5.6240
H: 1.2598 -0.1520 -2.6577
H: -0.2826 -0.3395 -3.5109
N: -0.1113 2.7717 -3.6573
C: -1.0365 2.7282 -4.6449
C: -1.4371 4.0534 -4.9752
C: -0.6498 4.9158 -4.2567
C: 0.1157 4.0860 -3.3869
H: 0.2044 2.0321 -3.0252
H: -1.3979 1.7934 -5.0446
H: -2.1894 4.3504 -5.6868
H: -0.6243 5.9883 -4.3090
H: 0.6304 4.3396 -2.4727
N: 2.5707 3.4888 2.1718
C: 1.3737 3.9242 2.7013
C: 1.5397 5.2188 3.0851
C: 2.8408 5.6175 2.6828
C: 3.4590 4.5182 2.1617
H: 2.6619 2.5518 1.8131
H: 0.5517 3.2278 2.6576
H: 0.7540 5.8241 3.5060
H: 3.2424 6.6148 2.7109
H: 4.4288 4.4676 1.6988
N: -2.9258 2.1724 2.8239
C: -3.7923 2.9708 3.5480
C: -3.2491 3.1199 4.7993
C: -2.0525 2.3499 4.8587
C: -1.8674 1.8006 3.6054
H: -3.1315 1.8119 1.9094
H: -4.7305 3.2716 3.1203
H: -3.6848 3.6783 5.6125
H: -1.4275 2.2017 5.7224
H: -1.1618 1.1125 3.1801
N: 3.3629 0.8658 -1.1955
C: 4.1866 0.3148 -2.1668
C: 4.4458 1.2728 -3.1068
C: 3.7538 2.4715 -2.7345
C: 3.2250 2.1868 -1.4894
H: 3.0108 0.3814 -0.3782
H: 4.3187 -0.7538 -2.1590
H: 4.8902 1.0478 -4.0640
H: 3.8291 3.3989 -3.2754
H: 2.5859 2.7980 -0.8582

These are the Löwdin partial charges, in e, on atoms 1 to 5:
1. Pt 0.788
2. As 0.743
3. F -0.288
4. F -0.263
5. F -0.222

***

[2]
This record from the Open Molecules 2025 dataset describes 2 unconnected molecules or ions with the total composition C4H9NO in a non-equilibrium geometry. The level of theory is wB97M-V/def2-TZVPD.

As for the energy above the lowest of the compared OMol25 structures with the same formula, charge and spin: 37.27 kcal/mol. Its expectation value of S² is 0.75. As for the charge: -1. The HOMO-LUMO gap (alpha / beta) is 3.36 / 7.94 eV. The lowest unoccupied orbital energy (alpha / beta) is 4.3 / 4.1 eV. The spin multiplicity is 2. Its HOMO energy (alpha / beta) is 0.9 / -3.9 eV.

Atoms and positions in Å:
C: -0.4731 -2.5876 -0.3634
C: -1.9489 -0.6769 -0.6476
N: -1.0392 -1.4898 -1.0554
H: -0.8606 -3.5823 -0.6478
H: -0.5321 -2.4927 0.7399
H: 0.5510 -2.6403 -0.7933
H: -2.2592 0.2090 -1.2102
H: -2.5028 -0.7319 0.3030
O: 2.1896 1.2857 1.8760
C: 1.5639 1.1769 0.8283
C: 1.0509 2.5097 0.2827
H: 1.2634 0.3178 0.2221
H: 1.3413 3.3169 0.9654
H: -0.0079 2.6816 0.1084
H: 1.6639 2.7038 -0.6079

These are the Löwdin partial charges, in e, on atoms 1 to 5:
1. C -0.276
2. C -0.266
3. N -0.233
4. H 0.042
5. H 0.040

***

Please write out number 2 again, unchanged.
This record from the Open Molecules 2025 dataset describes 2 unconnected molecules or ions with the total composition C4H9NO in a non-equilibrium geometry. The level of theory is wB97M-V/def2-TZVPD.

As for the energy above the lowest of the compared OMol25 structures with the same formula, charge and spin: 37.27 kcal/mol. Its expectation value of S² is 0.75. As for the charge: -1. The HOMO-LUMO gap (alpha / beta) is 3.36 / 7.94 eV. The lowest unoccupied orbital energy (alpha / beta) is 4.3 / 4.1 eV. The spin multiplicity is 2. Its HOMO energy (alpha / beta) is 0.9 / -3.9 eV.

Atoms and positions in Å:
C: -0.4731 -2.5876 -0.3634
C: -1.9489 -0.6769 -0.6476
N: -1.0392 -1.4898 -1.0554
H: -0.8606 -3.5823 -0.6478
H: -0.5321 -2.4927 0.7399
H: 0.5510 -2.6403 -0.7933
H: -2.2592 0.2090 -1.2102
H: -2.5028 -0.7319 0.3030
O: 2.1896 1.2857 1.8760
C: 1.5639 1.1769 0.8283
C: 1.0509 2.5097 0.2827
H: 1.2634 0.3178 0.2221
H: 1.3413 3.3169 0.9654
H: -0.0079 2.6816 0.1084
H: 1.6639 2.7038 -0.6079

These are the Löwdin partial charges, in e, on atoms 1 to 5:
1. C -0.276
2. C -0.266
3. N -0.233
4. H 0.042
5. H 0.040